[1]
DFT (ωB97M-V/def2-TZVPD) results for a cluster of 2 separate species, C9H11FSi in total.

Computed properties:
E_LUMO, Ha: -0.0043
Relative energy (zero: lowest compared OMol25 entry of this formula, charge and spin), kJ/mol: 1.8

```
! wB97M-V def2-TZVPD RIJCOSX def2/J DEFGRID3
* xyz 0 1
C 4.16105 0.43160 -0.20094
C 3.27601 0.48658 -1.27615
C 3.66833 0.62940 1.07792
C 1.89790 0.55330 -1.12332
C 2.28892 0.74613 1.18893
C 1.42458 0.62144 0.16358
C -0.07873 0.63165 0.35130
C -0.85532 -0.24926 -0.25518
C -4.35443 0.47336 -1.85502
F -4.17436 -0.46809 0.76258
Si -3.56112 0.70613 -0.13806
H 5.21316 0.31396 -0.43642
H 3.61180 0.36536 -2.23802
H 4.30981 0.65738 1.96780
H 1.11696 0.51214 -1.95229
H 2.03652 1.30443 2.10075
H -0.34352 1.37161 1.03556
H -0.36493 -0.95364 -0.97473
H -3.94828 1.01104 -2.77476
H -4.28139 -0.56403 -2.17819
H -5.39996 0.65295 -1.68955
H -3.60338 1.78826 0.97359
*
```

Listed below, in e, are the Löwdin charges computed for each atom: atom 1 (C): -0.09, atom 2 (C): -0.09, atom 3 (C): -0.08, atom 4 (C): -0.05, atom 5 (C): -0.08, atom 6 (C): -0.28, atom 7 (C): -0.24, atom 8 (C): -0.03, atom 9 (C): -0.23, atom 10 (F): -0.25, atom 11 (Si): 0.72, atom 12 (H): 0.10, atom 13 (H): 0.07, atom 14 (H): 0.11, atom 15 (H): 0.13, atom 16 (H): 0.12, atom 17 (H): 0.06, atom 18 (H): 0.03, atom 19 (H): 0.06, atom 20 (H): 0.03, atom 21 (H): 0.00, atom 22 (H): -0.02

---

[2]
DFT (ωB97M-V/def2-TZVPD) results for a structure of composition C9H11MgO6.

Computed properties:
E_LUMO, Ha: -0.1452
Relative energy (zero: lowest compared OMol25 entry of this formula, charge and spin), kJ/mol: 0.0

```
! wB97M-V def2-TZVPD RIJCOSX def2/J DEFGRID3
* xyz 1 1
O 0.47940 -0.06539 -6.63133
C 0.33084 -0.06414 -5.49526
Mg -0.18580 -0.09176 -1.19194
O 2.60708 -0.09060 -3.29090
C 1.59487 -0.08859 -2.75650
C -2.58518 -0.11850 -0.68347
O -3.68072 -0.12177 -0.34354
C -0.52636 -2.39694 -1.67210
O -0.60971 -3.54118 -1.68699
C -0.58614 2.20159 -1.74429
O -0.68665 3.33912 -1.82874
H -1.14416 -0.11225 -2.66638
C 1.17403 -1.31342 2.75902
C 0.22801 -1.22689 1.58082
O 0.46180 -0.07604 0.67403
C 0.64662 1.19015 1.41636
C -0.65929 1.66537 2.01559
H 2.21530 -1.38267 2.44830
H 0.91955 -2.23829 3.28086
H 1.08310 -0.48617 3.46432
H 0.30434 -2.11179 0.94548
H -0.80229 -1.15077 1.93746
H 1.39843 0.95232 2.18253
H 1.03008 1.92427 0.69427
H -0.98622 0.98463 2.80341
H -0.53069 2.64437 2.47851
H -1.49024 1.77536 1.31047
*
```

Listed below, in e, are the Löwdin charges computed for each atom: atom 1 (O): 0.05, atom 2 (C): 0.02, atom 3 (Mg): 0.22, atom 4 (O): 0.13, atom 5 (C): -0.01, atom 6 (C): -0.01, atom 7 (O): 0.13, atom 8 (C): 0.01, atom 9 (O): 0.15, atom 10 (C): 0.01, atom 11 (O): 0.15, atom 12 (H): -0.07, atom 13 (C): -0.05, atom 14 (C): -0.20, atom 15 (O): -0.30, atom 16 (C): -0.19, atom 17 (C): -0.05, atom 18 (H): 0.10, atom 19 (H): 0.10, atom 20 (H): 0.08, atom 21 (H): 0.11, atom 22 (H): 0.12, atom 23 (H): 0.11, atom 24 (H): 0.12, atom 25 (H): 0.09, atom 26 (H): 0.10, atom 27 (H): 0.07

---

[3]
DFT (ωB97M-V/def2-TZVPD) results for a structure of composition C9H11MoN5O4S.

Computed properties:
<S²>: 2.0338
E_LUMO (alpha / beta), Ha: -0.3635 / -0.3534

```
! wB97M-V def2-TZVPD RIJCOSX def2/J DEFGRID3
* xyz 2 3
Mo -1.16653 0.00720 0.00394
O -4.32355 -0.34579 -1.98296
S -3.78479 0.23890 -0.79466
O -4.69075 0.98754 0.03906
O -2.52823 1.10115 -1.19409
O -3.10808 -0.90023 0.10913
N -0.35704 3.88990 3.35148
C -0.17078 2.54685 3.18844
C -1.01343 1.80606 2.29532
N -0.57851 0.60219 1.90378
C 0.34856 -0.12349 2.64533
C 0.94388 0.63056 3.68708
N 0.80857 1.93670 3.88726
H -1.08984 4.40985 2.87910
H 0.28981 4.33534 4.00211
H -1.82629 2.27619 1.76190
H 0.62631 -1.16426 2.44287
H 1.71102 0.12375 4.30720
N 3.06405 -2.64994 -3.51980
C 2.03580 -2.04077 -2.90892
C 0.85408 -2.75059 -2.50875
C -0.12103 -2.09232 -1.82523
N 0.02954 -0.79509 -1.44630
C 1.10191 -0.04207 -1.91088
C 2.10075 -0.64213 -2.57919
H 2.98367 -3.65282 -3.65596
H 4.01235 -2.22464 -3.48682
H 0.73144 -3.84643 -2.68197
H -1.08134 -2.55888 -1.58012
H 1.09899 1.08155 -1.72690
H 3.09946 -0.14428 -2.70147
*
```

Listed below, in e, are the Löwdin charges computed for each atom: atom 1 (Mo): 1.82, atom 2 (O): -0.21, atom 3 (S): 0.39, atom 4 (O): -0.23, atom 5 (O): -0.40, atom 6 (O): -0.39, atom 7 (N): 0.19, atom 8 (C): -0.30, atom 9 (C): -0.01, atom 10 (N): -0.18, atom 11 (C): -0.05, atom 12 (C): -0.07, atom 13 (N): 0.17, atom 14 (H): 0.13, atom 15 (H): 0.14, atom 16 (H): 0.13, atom 17 (H): 0.13, atom 18 (H): 0.15, atom 19 (N): 0.21, atom 20 (C): -0.23, atom 21 (C): 0.04, atom 22 (C): -0.09, atom 23 (N): -0.19, atom 24 (C): -0.09, atom 25 (C): 0.02, atom 26 (H): 0.14, atom 27 (H): 0.16, atom 28 (H): 0.16, atom 29 (H): 0.14, atom 30 (H): 0.16, atom 31 (H): 0.16

---

[4]
DFT (ωB97M-V/def2-TZVPD) results for the ion C9H11N2 with charge +1.

Computed properties:
E_LUMO (alpha / beta), Ha: -0.1792 / -0.1664
Relative energy (zero: lowest compared OMol25 entry of this formula, charge and spin), kJ/mol: 1013.3

```
! wB97M-V def2-TZVPD RIJCOSX def2/J DEFGRID3
* xyz 1 1
C -2.89086 1.24754 0.70868
C -4.09411 0.75457 0.98552
C -4.15784 -0.52859 -0.78733
C -2.91386 -0.84904 -1.19467
C 1.68240 0.61959 0.63623
C 1.55315 0.04337 -0.80238
C 0.22144 0.89224 1.14801
C -0.01717 0.13049 -1.04997
C -1.97544 0.52431 0.15053
N -4.75745 -0.01123 0.15425
N -0.58675 0.07140 0.25959
H -2.38379 -1.75515 -0.89241
H -2.73902 -0.67153 -2.32823
H 2.17055 -0.08154 1.36530
H 2.32775 1.53274 0.59536
H 2.04481 0.63763 -1.48037
H 1.98675 -0.90473 -0.91067
H 0.10835 0.82828 2.23270
H -0.00627 1.98751 0.80178
H -0.42862 1.03102 -1.59957
H -0.48981 -0.66163 -1.69777
H -0.49656 -0.86614 0.68657
*
```

Listed below, in e, are the Löwdin charges computed for each atom: atom 1 (C): 0.02, atom 2 (C): 0.01, atom 3 (C): -0.06, atom 4 (C): -0.01, atom 5 (C): -0.12, atom 6 (C): -0.09, atom 7 (C): -0.10, atom 8 (C): -0.12, atom 9 (C): -0.05, atom 10 (N): 0.11, atom 11 (N): -0.13, atom 12 (H): 0.10, atom 13 (H): 0.14, atom 14 (H): 0.13, atom 15 (H): 0.13, atom 16 (H): 0.09, atom 17 (H): 0.10, atom 18 (H): 0.15, atom 19 (H): 0.18, atom 20 (H): 0.17, atom 21 (H): 0.13, atom 22 (H): 0.22

---

[5]
DFT (ωB97M-V/def2-TZVPD) results for a cluster of 2 separate species, C9H11N2S in total.

Computed properties:
E_LUMO (alpha / beta), Ha: -0.1984 / -0.1984
Relative energy (zero: lowest compared OMol25 entry of this formula, charge and spin), kJ/mol: 449.0

```
! wB97M-V def2-TZVPD RIJCOSX def2/J DEFGRID3
* xyz 1 1
C 3.63168 1.13361 -0.13833
C 2.24619 1.46521 -0.04903
C 3.75939 -0.22204 -0.23288
C 1.39511 0.38942 -0.20551
C -2.31090 -0.44581 -0.86271
C -1.87826 1.76732 -0.67135
C -0.10922 0.33350 -0.18493
C -0.87536 -0.87053 -0.83483
C -0.63444 -2.21280 -0.13939
N -2.73862 0.76480 -0.98337
N -0.71078 1.54622 -0.22563
S 2.24442 -1.08508 -0.24975
H 4.37147 1.88217 -0.12998
H 1.84482 2.47187 -0.22228
H 4.61905 -0.86451 -0.14908
H -3.17107 -1.17453 -0.90090
H -2.46197 2.76901 -0.80327
H -0.64849 -0.14313 1.58038
H -0.70174 -0.86191 -1.86124
H -1.37176 -3.01152 -0.47632
H -0.58676 -2.00464 0.99454
H 0.38444 -2.73942 -0.47501
H -0.03364 2.40234 0.08761
*
```

Listed below, in e, are the Löwdin charges computed for each atom: atom 1 (C): -0.12, atom 2 (C): -0.11, atom 3 (C): -0.33, atom 4 (C): -0.51, atom 5 (C): -0.02, atom 6 (C): -0.09, atom 7 (C): -0.24, atom 8 (C): -0.32, atom 9 (C): -0.10, atom 10 (N): 0.12, atom 11 (N): 0.09, atom 12 (S): 1.10, atom 13 (H): 0.10, atom 14 (H): 0.11, atom 15 (H): 0.07, atom 16 (H): 0.16, atom 17 (H): 0.20, atom 18 (H): 0.25, atom 19 (H): 0.14, atom 20 (H): 0.11, atom 21 (H): 0.08, atom 22 (H): 0.08, atom 23 (H): 0.24

---

[6]
DFT (ωB97M-V/def2-TZVPD) results for a structure of composition C9H11N3O6Os.

Computed properties:
E_LUMO (alpha / beta), Ha: -0.7043 / -0.7047

```
! wB97M-V def2-TZVPD RIJCOSX def2/J DEFGRID3
* xyz 4 1
Os 0.07944 -0.70453 -0.62815
O 3.53013 1.34764 -1.48664
C 2.38451 0.90062 -1.25069
O 2.07765 -0.28747 -0.92751
C 1.22790 1.85791 -1.37702
C 1.27105 3.22013 -1.60908
C 0.05534 3.91645 -1.65755
C -1.16242 3.22736 -1.52325
C -1.12620 1.86187 -1.30934
N 0.05547 1.21109 -1.20324
C -2.26608 0.87904 -1.14900
O -3.48366 1.10613 -1.30947
O -1.88475 -0.29068 -0.83075
H 4.33775 0.78033 -1.43981
H 2.22106 3.72881 -1.75268
H 0.05405 4.99482 -1.80566
H -2.09410 3.78081 -1.58278
H -3.88457 1.96074 -1.57633
C -0.02480 -2.36093 4.27584
O -0.23224 -3.00955 3.02427
C -0.11816 -2.50169 1.85656
O 0.14268 -1.29266 1.58975
N -0.32410 -3.39744 0.87775
N -0.12787 -2.98078 -0.44432
H 0.70113 -2.96031 4.85320
H -0.90458 -2.55370 4.91594
H 0.24388 -1.30820 4.23098
H -0.59681 -4.35984 1.08332
H -0.88900 -3.35943 -1.02883
H 0.73730 -3.40657 -0.81551
*
```

Listed below, in e, are the Löwdin charges computed for each atom: atom 1 (Os): 1.90, atom 2 (O): 0.35, atom 3 (C): -0.34, atom 4 (O): 0.00, atom 5 (C): -0.09, atom 6 (C): 0.15, atom 7 (C): 0.14, atom 8 (C): 0.14, atom 9 (C): -0.08, atom 10 (N): -0.04, atom 11 (C): -0.31, atom 12 (O): 0.36, atom 13 (O): -0.01, atom 14 (H): 0.24, atom 15 (H): 0.18, atom 16 (H): 0.18, atom 17 (H): 0.17, atom 18 (H): 0.23, atom 19 (C): 0.05, atom 20 (O): 0.11, atom 21 (C): -0.48, atom 22 (O): 0.05, atom 23 (N): 0.10, atom 24 (N): 0.02, atom 25 (H): 0.14, atom 26 (H): 0.14, atom 27 (H): 0.12, atom 28 (H): 0.23, atom 29 (H): 0.18, atom 30 (H): 0.17

---

[7]
DFT (ωB97M-V/def2-TZVPD) results for a structure of composition C9H11N4.

Computed properties:
E_LUMO, Ha: -0.1870
Relative energy (zero: lowest compared OMol25 entry of this formula, charge and spin), kJ/mol: 550.1

```
! wB97M-V def2-TZVPD RIJCOSX def2/J DEFGRID3
* xyz 1 1
C -2.24894 -1.31185 0.50769
C -1.81756 -0.63559 -0.54430
C -1.35174 -1.86190 1.44677
C -0.51596 -0.44968 -0.96815
C -0.03168 -1.83346 1.12261
C 0.47374 -1.22608 -0.13498
C 1.55197 1.07909 -1.11915
C 0.33639 0.74948 -0.52389
C -0.25788 1.81227 0.32763
N 2.38870 0.21045 -1.71083
N 1.75162 -1.52424 -0.45455
N 2.59939 -1.01315 -1.39569
N 0.58877 2.96825 0.67297
H -3.22172 -1.52510 0.63625
H -2.61280 -0.24331 -1.25474
H -1.77019 -2.51901 2.18455
H -0.26889 -0.67830 -2.09428
H 0.66084 -2.35087 1.71109
H 2.04613 2.06588 -0.93830
H -0.47860 1.41485 1.40666
H -1.08191 2.19779 -0.18388
H 2.13122 -2.37394 0.17050
H 1.08935 3.37396 -0.09137
H 0.03975 3.67446 1.22737
*
```

Listed below, in e, are the Löwdin charges computed for each atom: atom 1 (C): -0.04, atom 2 (C): -0.06, atom 3 (C): 0.01, atom 4 (C): -0.17, atom 5 (C): 0.03, atom 6 (C): -0.12, atom 7 (C): -0.04, atom 8 (C): -0.13, atom 9 (C): -0.21, atom 10 (N): 0.05, atom 11 (N): 0.06, atom 12 (N): 0.09, atom 13 (N): 0.00, atom 14 (H): 0.09, atom 15 (H): 0.17, atom 16 (H): 0.13, atom 17 (H): 0.22, atom 18 (H): 0.10, atom 19 (H): 0.14, atom 20 (H): 0.18, atom 21 (H): 0.11, atom 22 (H): 0.24, atom 23 (H): 0.04, atom 24 (H): 0.12

---

[8]
DFT (ωB97M-V/def2-TZVPD) results for a structure of composition C9H11N4.

Computed properties:
E_LUMO, Ha: -0.1707
Relative energy (zero: lowest compared OMol25 entry of this formula, charge and spin), kJ/mol: 567.9

```
! wB97M-V def2-TZVPD RIJCOSX def2/J DEFGRID3
* xyz 1 1
C 0.93737 -0.17667 1.89187
C 0.36741 1.11382 1.55819
C -0.61098 2.12723 -0.54516
C 0.08509 2.25770 -1.69636
C 1.21974 0.36349 -1.03977
C 0.27079 -1.04219 0.81879
C -0.42112 -0.17962 -0.10173
C -0.06931 -2.48738 1.13844
C -1.65767 -0.76940 -0.84938
N 2.14053 0.00255 -0.29674
N 1.80427 -0.78622 0.76101
N -0.26889 1.15133 0.40821
N 1.08403 1.33733 -1.95086
H 1.19580 -0.54543 2.89930
H 0.46935 2.01577 2.16426
H -1.49842 2.74071 -0.34728
H -0.02867 3.00127 -2.56359
H -0.95794 -2.53497 1.80920
H 0.72468 -2.85520 1.75113
H -0.27488 -3.10186 0.27672
H -1.95321 -1.66006 -0.37919
H -1.71210 -1.02286 -1.95574
H -2.47567 -0.10573 -0.86353
H 1.62983 1.15638 -2.88780
*
```

Listed below, in e, are the Löwdin charges computed for each atom: atom 1 (C): -0.05, atom 2 (C): 0.09, atom 3 (C): -0.05, atom 4 (C): -0.04, atom 5 (C): -0.16, atom 6 (C): -0.33, atom 7 (C): -0.18, atom 8 (C): 0.01, atom 9 (C): 0.04, atom 10 (N): 0.13, atom 11 (N): 0.08, atom 12 (N): -0.01, atom 13 (N): 0.06, atom 14 (H): 0.17, atom 15 (H): 0.17, atom 16 (H): 0.14, atom 17 (H): 0.17, atom 18 (H): 0.11, atom 19 (H): 0.08, atom 20 (H): 0.09, atom 21 (H): 0.05, atom 22 (H): 0.12, atom 23 (H): 0.07, atom 24 (H): 0.23

---

[9]
DFT (ωB97M-V/def2-TZVPD) results for a cluster of 2 separate species, C9H11NO2 in total.

Computed properties:
E_LUMO (alpha / beta), Ha: -0.0076 / -0.0139
Relative energy (zero: lowest compared OMol25 entry of this formula, charge and spin), kJ/mol: 582.6

```
! wB97M-V def2-TZVPD RIJCOSX def2/J DEFGRID3
* xyz 0 1
C 3.60984 1.02561 0.29137
C 4.12401 -1.01412 0.05934
C 2.46949 0.32710 0.05810
C -2.88493 0.08975 -0.33855
C -2.28611 0.34375 1.05215
C -2.03010 -1.01373 -0.97130
C -0.80476 0.02501 0.89776
C -0.64728 -0.80742 -0.37745
C -0.16368 0.57120 -0.30431
N 4.65684 0.14327 0.28938
O 2.79718 -0.98017 -0.09259
O -0.33908 1.64962 -1.05560
H 3.75036 2.07180 0.45967
H 4.64533 -1.94579 -0.02042
H -3.93281 -0.19651 -0.27892
H -2.81861 0.99375 -0.94426
H -2.46742 1.36361 1.39428
H -2.71342 -0.34061 1.78725
H -2.38961 -2.00176 -0.67570
H -2.03077 -0.95863 -2.06001
H -0.23475 -0.17859 1.79018
H 0.05758 -1.62150 -0.44205
H -0.36731 2.45435 -0.51831
*
```

Listed below, in e, are the Löwdin charges computed for each atom: atom 1 (C): -0.20, atom 2 (C): -0.25, atom 3 (C): -0.07, atom 4 (C): -0.18, atom 5 (C): -0.13, atom 6 (C): -0.13, atom 7 (C): -0.15, atom 8 (C): -0.15, atom 9 (C): -0.18, atom 10 (N): 0.06, atom 11 (O): -0.03, atom 12 (O): 0.12, atom 13 (H): 0.08, atom 14 (H): 0.12, atom 15 (H): 0.11, atom 16 (H): 0.10, atom 17 (H): 0.11, atom 18 (H): 0.12, atom 19 (H): 0.12, atom 20 (H): 0.12, atom 21 (H): 0.14, atom 22 (H): 0.14, atom 23 (H): 0.14

---

[10]
DFT (ωB97M-V/def2-TZVPD) results for a structure of composition C9H11NO2S.

Computed properties:
E_LUMO, Ha: 0.0259
Relative energy (zero: lowest compared OMol25 entry of this formula, charge and spin), kJ/mol: 289.9

```
! wB97M-V def2-TZVPD RIJCOSX def2/J DEFGRID3
* xyz 0 1
C 2.75778 -0.66603 -1.19222
C 1.74233 -1.42729 -1.75242
C 2.53319 0.32703 -0.28846
C 0.40151 -1.10516 -1.44260
C 1.22984 0.52222 0.16449
C 0.19649 -0.12245 -0.52786
C -1.37781 1.74729 -0.58724
C -1.20364 0.33007 -0.15255
C -1.97167 -0.34651 2.23155
N -1.42464 0.63205 1.33084
O -1.04249 3.09002 1.59238
O -3.36336 2.39337 1.29520
S -1.98176 2.16434 1.07933
H 3.84468 -0.99596 -1.20711
H 1.91462 -2.09630 -2.51166
H 3.34574 0.69295 0.28021
H -0.43800 -1.58298 -1.98787
H 0.74056 1.21666 0.92463
H -0.49847 2.22610 -0.64912
H -2.00920 1.87904 -1.51900
H -2.00914 -0.32505 -0.38677
H -1.17701 -0.84496 2.91244
H -2.50713 0.13673 2.97340
H -2.58362 -1.04995 1.72441
*
```

Listed below, in e, are the Löwdin charges computed for each atom: atom 1 (C): -0.11, atom 2 (C): -0.06, atom 3 (C): -0.08, atom 4 (C): -0.03, atom 5 (C): -0.01, atom 6 (C): -0.22, atom 7 (C): -0.12, atom 8 (C): -0.28, atom 9 (C): -0.07, atom 10 (N): -0.25, atom 11 (O): -0.28, atom 12 (O): -0.27, atom 13 (S): 0.64, atom 14 (H): 0.13, atom 15 (H): 0.07, atom 16 (H): 0.09, atom 17 (H): 0.13, atom 18 (H): 0.13, atom 19 (H): 0.05, atom 20 (H): 0.14, atom 21 (H): 0.14, atom 22 (H): 0.12, atom 23 (H): 0.06, atom 24 (H): 0.08

---

What did we get for total energy? Answer: -20103.6456; -27232.5002; -37824.2202; -12474.9084; -23315.1206; -28682.8807; -15459.8061; -15459.6221; -15091.1465; -25929.2712 eV, in the order shown.